Entry 1:
This record from OMol25 describes a molecular structure, C32H31CrN2SSb2Se. The level of theory is wB97M-V/def2-TZVPD.

Summary:
Total charge: -1
Total energy in eV: -154346.037
HOMO-LUMO gap (spin up / spin down) in eV: 6.15 / 6.88
2S+1: 5
HOMO (spin up / spin down) in eV: -3.579 / -4.300
Expectation value of S²: 6.2843

Structure (XYZ):
```
70
Properties=species:S:1:pos:R:3:mulliken_charge:R:1
Cr 2.7675 0.5655 1.0467 0.38
C -0.0248 -1.4282 0.5245 -1.44
C -0.3020 -1.4478 -0.9778 0.31
C 0.5332 -0.5141 -1.8522 -1.58
Sb 0.1580 1.6169 -1.7489 0.79
C -1.7430 1.5512 -2.8030 0.24
C -2.3614 2.7757 -3.0579 -0.78
C -3.5757 2.8492 -3.7250 -0.63
C -4.2094 1.6858 -4.1417 -0.40
C -3.6132 0.4590 -3.8928 -0.73
C -2.3899 0.3960 -3.2344 0.09
C 1.2131 2.0583 -3.5739 0.20
C 0.7988 1.5165 -4.7890 -0.06
C 1.4707 1.8146 -5.9667 -0.70
C 2.5664 2.6670 -5.9426 -0.35
C 2.9841 3.2148 -4.7389 -0.64
C 2.3114 2.9135 -3.5606 -0.60
Sb -0.7521 0.2652 1.6870 0.80
C -2.6751 0.3071 0.7069 0.45
C -3.4329 -0.8271 0.4164 -0.05
C -4.6491 -0.7256 -0.2424 -0.79
C -5.1301 0.5199 -0.6275 -0.45
C -4.3907 1.6568 -0.3482 -0.51
C -3.1730 1.5465 0.3133 -0.53
C -1.3510 -0.8857 3.4062 0.48
C -1.1577 -0.2945 4.6529 -0.51
C -1.5182 -0.9529 5.8208 -0.56
C -2.0764 -2.2209 5.7589 -0.35
C -2.2653 -2.8274 4.5251 -0.80
C -1.9020 -2.1631 3.3612 -0.07
H 1.0463 -1.5246 0.7310 0.49
H -0.4880 -2.3031 0.9861 0.50
H -1.3664 -1.2655 -1.1436 -0.24
H -0.1197 -2.4724 -1.3265 0.43
H 0.4084 -0.7811 -2.9051 0.61
H 1.5990 -0.6130 -1.6272 0.67
H -1.8837 3.6959 -2.7331 0.37
H -4.0303 3.8143 -3.9168 0.37
H -5.1617 1.7363 -4.6557 0.36
H -4.1002 -0.4556 -4.2111 0.38
H -1.9418 -0.5760 -3.0653 0.15
H -0.0654 0.8620 -4.8258 0.24
H 1.1370 1.3825 -6.9029 0.37
H 3.0941 2.8999 -6.8599 0.36
H 3.8452 3.8713 -4.7087 0.37
H 2.6689 3.3166 -2.6211 0.45
H -3.0708 -1.8100 0.6951 0.12
H -5.2193 -1.6202 -0.4641 0.37
H -6.0722 0.6000 -1.1557 0.40
H -4.7484 2.6294 -0.6625 0.39
H -2.5940 2.4438 0.5078 0.32
H -0.6898 0.6810 4.7178 0.26
H -1.3466 -0.4799 6.7797 0.37
H -2.3522 -2.7403 6.6685 0.36
H -2.6899 -3.8226 4.4677 0.37
H -2.0500 -2.6668 2.4133 0.11
C 6.8401 -1.9879 2.4066 -1.17
C 5.7439 -1.7834 3.4097 0.80
C 5.8203 -2.2699 4.7094 -0.56
C 4.7343 -2.0081 5.5268 -0.17
N 3.6683 -1.3286 5.1305 -0.52
C 3.6847 -0.8893 3.8615 0.27
S 2.3063 0.0300 3.3121 -0.43
N 4.6832 -1.1034 2.9916 -0.25
H 7.6504 -2.5930 2.8119 0.34
H 7.2332 -1.0202 2.0937 0.28
H 6.4370 -2.4692 1.5156 0.27
H 6.6781 -2.8253 5.0624 0.32
H 4.7182 -2.3626 6.5540 0.38
Se 3.8832 1.7168 -0.5640 -0.70
```

***

Entry 2:
This record from OMol25 describes a molecular structure, C32H31CrN6O5S2Se in a non-equilibrium geometry. The level of theory is wB97M-V/def2-TZVPD.

Summary:
Total charge: +1
Total energy in eV: -168300.299
HOMO-LUMO gap (spin up / spin down) in eV: 4.58 / 6.38
2S+1: 5
HOMO (spin up / spin down) in eV: -8.469 / -10.349
Expectation value of S²: 6.0651

Structure (XYZ):
```
78
Properties=species:S:1:pos:R:3:mulliken_charge:R:1
Cr 0.0618 -0.2721 0.3719 -0.11
O -1.5169 0.1147 -3.4162 -0.48
C -1.2200 0.0006 -2.1476 0.30
O -0.0689 -0.1017 -1.7333 -0.12
C -2.3535 -0.0534 -1.1942 0.39
C -3.6970 -0.0069 -1.4734 -0.87
C -4.5870 -0.1430 -0.4043 -0.62
C -4.1014 -0.3268 0.8779 -0.73
C -2.7267 -0.3525 1.0664 0.29
N -1.8984 -0.2048 0.0504 0.89
C -1.9663 -0.5501 2.3737 0.17
O -2.5667 -0.7674 3.3972 -0.67
O -0.6843 -0.4533 2.1948 -0.20
H -0.7010 0.1122 -3.9452 0.46
H -4.0329 0.1360 -2.4913 0.63
H -5.6531 -0.1139 -0.5851 0.49
H -4.7529 -0.4570 1.7315 0.60
S 2.4285 -0.6534 -0.1906 -0.31
C 3.3521 0.5857 0.5649 0.29
N 4.6840 0.7011 0.3295 0.09
C 5.4245 1.7418 1.0269 -0.83
C 4.8741 1.9053 2.4251 -0.81
N 3.4480 2.1725 2.3538 0.19
C 2.9046 3.1814 3.2556 -1.52
C 3.3536 4.5703 2.8559 0.61
C 3.0638 5.0433 1.5769 0.20
C 3.5009 6.2960 1.1767 -0.65
C 4.2317 7.0909 2.0535 -0.44
C 4.5202 6.6277 3.3272 -0.61
C 4.0841 5.3685 3.7257 -0.28
C 2.7109 1.4918 1.4441 0.05
S 1.0140 1.7530 1.2948 -0.15
C 5.4634 -0.2885 -0.4144 -1.52
C 6.2638 -1.1637 0.5270 0.57
C 5.5999 -1.9259 1.4875 0.35
C 6.3187 -2.6743 2.4071 -0.65
C 7.7090 -2.6698 2.3759 -0.46
C 8.3742 -1.9113 1.4268 -0.63
C 7.6518 -1.1553 0.5088 -0.28
H 5.3425 2.6902 0.4863 0.35
H 6.4726 1.4499 1.0767 0.47
H 5.3606 2.7449 2.9196 0.48
H 5.0556 0.9925 3.0028 0.33
H 3.2364 2.9569 4.2715 0.42
H 1.8205 3.1065 3.2247 0.46
H 2.4885 4.4183 0.9008 0.09
H 3.2722 6.6556 0.1809 0.42
H 4.5795 8.0666 1.7391 0.39
H 5.0885 7.2430 4.0132 0.39
H 4.3073 5.0078 4.7243 0.38
H 6.1300 0.2517 -1.0886 0.45
H 4.7715 -0.8811 -1.0069 0.55
H 4.5141 -1.9341 1.5042 0.13
H 5.7941 -3.2610 3.1511 0.34
H 8.2703 -3.2615 3.0879 0.39
H 9.4561 -1.8987 1.4015 0.39
H 8.1755 -0.5669 -0.2371 0.39
Se 2.1050 -3.6859 3.1581 0.31
N 1.4020 -5.0275 2.2762 -0.79
C 0.6823 -4.4939 1.3063 0.59
C -0.0489 -5.2178 0.3302 -0.47
C -0.7339 -4.5042 -0.5949 -1.07
C -0.6993 -3.0879 -0.5823 -0.03
N -0.0279 -2.3562 0.2690 0.63
C 0.6838 -3.0460 1.2434 0.41
N 1.4090 -2.4321 2.1489 -0.26
H -0.0557 -6.2998 0.3435 0.48
H -1.3167 -5.0038 -1.3560 0.46
H -1.2526 -2.5443 -1.3377 0.25
C -0.1762 4.5666 -1.3908 -1.20
C -0.6796 3.1952 -1.7869 -0.14
O -1.0991 2.4283 -0.6498 -0.35
H 0.2519 5.0796 -2.2525 0.42
H 0.5914 4.4703 -0.6219 0.12
H -0.9903 5.1806 -0.9979 0.40
H 0.1225 2.6229 -2.2569 0.22
H -1.5128 3.2778 -2.4916 0.29
H -1.4446 3.0400 0.0099 0.26
```

***

Entry 3:
This record from OMol25 describes a molecular structure, C32H31GeN3O3PdS in a non-equilibrium geometry. The level of theory is wB97M-V/def2-TZVPD.

Summary:
Total charge: -2
Total energy in eV: -115124.560
HOMO-LUMO gap (spin up / spin down) in eV: 2.42 / 4.22
2S+1: 3
HOMO (spin up / spin down) in eV: 1.978 / 0.167
Expectation value of S²: 2.0461

Structure (XYZ):
```
72
Properties=species:S:1:pos:R:3:mulliken_charge:R:1
Pd 0.6315 0.0169 -2.2031 -0.88
N 2.6940 0.7774 -4.3243 -0.53
C 1.6328 0.8457 -3.7552 0.06
H 3.5267 0.2102 -4.2148 0.25
C 0.1345 5.0019 -0.9866 -1.39
C -0.7176 3.8103 -1.2349 0.57
C -2.0580 3.7229 -1.5542 -1.17
C -2.3113 2.3530 -1.7544 0.47
N -1.1972 1.6704 -1.5726 -0.10
N -0.2496 2.5497 -1.2542 0.70
C -3.5910 1.6747 -2.1027 -1.39
H -0.4721 5.8091 -0.5826 0.34
H 0.5788 5.3494 -1.9208 0.34
H 0.9297 4.7605 -0.2855 0.25
H -2.7586 4.5322 -1.6277 0.40
H 0.6820 2.1569 -1.0667 0.27
H -3.9612 2.0174 -3.0687 0.41
H -4.3505 1.8889 -1.3483 0.23
H -3.4051 0.6033 -2.1446 0.19
C 3.2566 -4.9603 -5.0147 -1.44
C 2.5043 -3.9348 -4.2141 1.05
C 2.7414 -3.7794 -2.8442 -0.59
C 2.0074 -2.9117 -2.0809 -0.85
C 0.9706 -2.1216 -2.6572 0.46
C 0.7087 -2.3225 -4.0429 -0.31
C 1.4793 -3.1701 -4.7953 -0.86
S -0.5524 -2.1572 -1.6326 1.61
O -1.0091 -3.5301 -1.4967 -0.88
O -0.0533 -1.7589 -0.1447 -0.43
O -1.5843 -1.2614 -2.1215 -0.54
H 3.8316 -5.6113 -4.3552 0.33
H 3.9544 -4.4939 -5.7171 0.26
H 2.5703 -5.5854 -5.5931 0.30
H 3.5025 -4.3899 -2.3666 0.17
H 2.1714 -2.8339 -1.0136 0.39
H -0.1398 -1.7967 -4.4725 0.32
H 1.2755 -3.2879 -5.8546 0.23
C 0.6310 -0.5245 -0.0781 -0.31
Ge 0.0576 0.0909 1.7284 2.36
C -0.0996 2.0504 2.0699 -0.83
C 1.0488 2.8509 2.1035 0.06
C 0.9763 4.2117 2.3072 -0.91
C -0.2605 4.8303 2.4648 -0.31
C -1.4179 4.0552 2.3981 -0.65
C -1.3312 2.6930 2.2053 0.03
C 1.1153 -0.5719 3.2851 -0.67
C 1.4839 -1.9231 3.3324 -0.32
C 2.2679 -2.4251 4.3464 -0.60
C 2.7319 -1.5860 5.3577 -0.40
C 2.3930 -0.2341 5.3164 -0.57
C 1.6021 0.2566 4.3002 -0.22
C -1.7436 -0.7298 1.9444 -0.05
C -2.6771 -0.5283 0.9336 -0.04
C -3.8790 -1.2087 0.9255 -0.65
C -4.1612 -2.1217 1.9274 -0.52
C -3.2402 -2.3359 2.9399 -0.62
C -2.0461 -1.6381 2.9486 -0.38
H 2.0115 2.3750 1.9673 0.44
H 1.8840 4.8078 2.3465 0.34
H -0.3239 5.9007 2.6247 0.38
H -2.3879 4.5304 2.5128 0.36
H -2.2342 2.0957 2.1653 0.33
H 1.1394 -2.5736 2.5388 0.47
H 2.5291 -3.4785 4.3628 0.37
H 3.3487 -1.9792 6.1589 0.34
H 2.7552 0.4266 6.0994 0.36
H 1.3391 1.3065 4.2896 0.23
H -2.4363 0.1398 0.1187 0.31
H -4.5854 -1.0537 0.1188 0.38
H -5.0895 -2.6808 1.9076 0.33
H -3.4533 -3.0640 3.7149 0.36
H -1.3213 -1.8087 3.7367 0.33
```

***

Energy above the lowest of the compared OMol25 structures with the same formula, charge and spin values (in kcal per mole) by entry order: 30.4, 4.9, 25.1.